A structure of composition C23H42BF6N8S3SbTi at a distorted geometry, computed with ωB97M-V/def2-TZVPD.

Summary:
molecular weight: 821.3 g/mol
net charge: +1
energy above the lowest of the compared OMol25 structures with the same formula, charge and spin: 0.00 kJ/mol
LUMO energy (spin up / spin down): -0.11025 / -0.09588 Eh
spin multiplicity: 2

Each line ends with the Mulliken charge.
CARTESIAN COORDINATES (ANGSTROEM)
1 H 0.587 4.312 3.974  0.4581
2 H -4.727 0.779 -0.840  0.2099
3 C 2.697 -3.293 -1.775  1.3283
4 N -0.638 3.081 0.109  -0.2791
5 Ti 0.319 1.255 -0.697  0.4447
6 H -6.560 -2.211 -1.420  0.4633
7 S 2.168 0.500 0.776  -0.2418
8 H 3.681 1.553 2.754  0.3375
9 H 2.487 3.134 0.990  0.0388
10 H -4.780 -1.195 -3.030  0.4880
11 H 0.130 3.750 0.138  0.2072
12 F 1.531 2.858 -3.944  -0.5868
13 H -1.873 -3.756 2.007  0.6461
14 C 3.153 -2.000 -2.451  -1.4489
15 C 3.916 -4.183 -1.548  -2.2111
16 H 4.680 -3.684 -0.952  0.4764
17 H 3.651 -5.133 -1.082  0.5137
18 N 0.903 1.869 2.827  0.7697
19 H 3.158 4.343 2.074  0.5755
20 C 2.534 -3.480 0.764  -0.3027
21 H 3.838 -2.246 -3.263  0.4983
22 C -0.231 1.728 3.606  -0.2111
23 H 3.381 -4.131 0.839  0.5864
24 H 2.281 4.566 4.364  0.4519
25 H -1.886 4.662 -0.610  0.5148
26 Sb 2.855 2.305 -2.718  2.5193
27 B -0.338 -1.533 1.937  0.4014
28 C 1.988 2.879 3.102  1.1852
29 F 3.677 3.968 -2.791  -0.5084
30 H 3.683 -1.360 -1.742  0.3049
31 H 2.315 -1.447 -2.862  0.1560
32 C -4.654 -1.408 -0.888  1.2231
33 N -0.835 1.993 -2.448  -0.2720
34 S -2.173 0.631 -0.013  -0.0801
35 F 1.588 2.952 -1.315  -0.5624
36 N 0.762 -2.225 1.128  0.3933
37 C -2.493 -0.991 0.473  -0.0798
38 H -3.236 -0.658 -2.342  -0.1122
39 C -1.698 3.604 -0.795  -0.7299
40 H -6.083 -2.618 0.228  0.5031
41 H -0.249 1.967 -3.279  0.2645
42 H -0.373 -2.089 3.003  -0.1605
43 C -5.718 -2.502 -0.793  -2.1520
44 H -0.430 4.032 -2.481  0.2609
45 N 2.077 -2.980 -0.444  0.4031
46 F 1.660 0.800 -2.348  -0.2041
47 H -0.519 2.447 4.349  0.5873
48 C 1.723 -3.010 1.729  -1.2474
49 N -0.067 -0.023 2.276  0.7865
50 C 1.680 -4.050 -2.625  -1.5716
51 C -1.279 3.393 -2.239  -0.5243
52 C 0.981 0.780 2.003  -0.1892
53 H -4.163 -3.766 0.529  0.5718
54 H 2.126 -4.278 -3.593  0.4666
55 N -3.572 -1.730 0.103  0.5525
56 F 3.979 1.718 -1.348  -0.5369
57 F 3.781 1.349 -4.011  -0.5185
58 H -0.997 2.993 1.056  0.3168
59 H 0.782 -3.459 -2.793  0.3184
60 C 3.234 2.124 3.565  -1.6146
61 C -2.313 -2.984 1.401  -1.4481
62 C -3.438 -2.988 0.667  -0.2453
63 H -2.616 3.061 -0.577  0.2612
64 C -5.341 -0.075 -0.584  -1.4821
65 H -5.616 -0.005 0.469  0.3799
66 C -0.825 0.570 3.257  -1.5255
67 H 1.402 3.275 5.171  0.4820
68 C -4.021 -1.412 -2.278  -1.0147
69 H -2.097 3.665 -2.906  0.5352
70 H 1.451 4.422 1.674  0.3383
71 C 2.277 3.733 1.870  -1.2835
72 H -3.581 -2.385 -2.499  0.3531
73 H -1.720 0.109 3.636  0.6752
74 H -6.256 -0.026 -1.176  0.5000
75 H 4.350 -4.407 -2.521  0.4603
76 N -1.730 -1.741 1.285  0.1809
77 H -1.621 1.370 -2.602  0.1557
78 C 1.519 3.802 4.224  -2.1896
79 H 3.972 2.841 3.926  0.5160
80 S 0.032 -1.331 -1.328  -0.4450
81 H 2.986 1.447 4.385  0.3706
82 H 1.403 -4.991 -2.145  0.3922
83 H 1.736 -3.172 2.791  0.6430
84 H -5.363 -3.464 -1.163  0.4602
85 C 0.998 -2.202 -0.200  0.0518

A structure of composition C23H42BF6N8S3SbTi at a distorted geometry, computed with ωB97M-V/def2-TZVPD.

Summary:
molecular weight: 821.3 g/mol
net charge: +1
energy above the lowest of the compared OMol25 structures with the same formula, charge and spin: 200.08 kJ/mol
LUMO energy (spin up / spin down): -0.12268 / -0.11709 Eh
spin multiplicity: 2

Each line ends with the Mulliken charge.
CARTESIAN COORDINATES (ANGSTROEM)
1 H -2.641 3.482 -4.815  0.4575
2 H -2.055 4.643 -1.537  0.5849
3 B 0.440 2.027 1.407  0.4306
4 H 0.916 0.763 3.766  0.7402
5 C -0.949 3.686 0.091  -1.2221
6 C -3.416 -1.596 4.358  -2.2195
7 H -3.188 -3.116 2.227  0.3193
8 H -1.173 0.477 -3.570  0.2392
9 H 5.918 0.144 -1.993  0.4569
10 C -0.239 2.028 -1.140  0.0436
11 H 1.562 -4.752 -0.639  0.5086
12 H -4.690 -2.259 1.896  0.5854
13 N 0.539 -2.953 -1.205  -0.2001
14 N 1.962 1.822 1.187  0.1714
15 H 4.474 -1.535 1.036  0.4030
16 C -1.431 3.866 -1.158  -0.2338
17 C 2.875 2.826 1.333  -1.3507
18 Sb -3.101 -2.635 -2.279  2.4618
19 C 6.317 0.593 0.714  -1.7865
20 H -3.842 0.998 3.339  0.3603
21 H 6.660 1.602 0.508  0.4603
22 C -1.376 0.068 1.606  -0.6837
23 N -0.984 2.828 -1.934  0.4364
24 H -5.191 -0.105 3.113  0.5345
25 H 1.447 -2.553 -1.456  0.1903
26 C 0.706 -4.129 -0.347  -0.5853
27 H -0.331 2.538 -5.243  0.4540
28 H 0.901 -4.522 1.776  0.5321
29 C -4.196 0.149 2.758  -1.6506
30 H -1.076 -3.257 1.468  0.2789
31 C -0.938 -0.401 3.736  -0.5537
32 F -1.498 -1.412 -2.277  -0.4111
33 C -2.354 3.676 -3.785  -2.1907
34 F -1.884 -3.904 -3.067  -0.5588
35 H -1.081 4.283 0.967  0.6225
36 H -3.319 -0.806 5.099  0.5008
37 H 7.104 -0.084 0.398  0.4545
38 C 0.048 0.389 3.264  -1.2359
39 H 6.175 0.475 1.785  0.4214
40 H 0.355 3.738 -4.144  0.4017
41 H 4.189 0.494 -2.017  0.2798
42 C -0.073 2.740 -4.208  -1.6097
43 H 0.679 2.018 -3.897  0.3266
44 H 5.339 1.761 -1.577  0.3782
45 H 5.026 2.861 0.927  0.5365
46 H 1.839 -3.128 1.194  0.1904
47 C 4.774 -1.238 0.035  -1.9325
48 S 0.584 0.607 -1.634  -0.2979
49 C 0.884 -3.659 1.097  -0.6109
50 H -1.059 -0.827 4.710  0.5945
51 C 2.621 0.751 0.718  -0.1968
52 N -1.863 -0.591 2.726  1.0638
53 N -0.196 2.543 0.104  0.1541
54 S -2.249 0.313 0.157  -0.2820
55 C 5.125 0.698 -1.503  -1.5378
56 C -1.953 1.231 -3.501  -1.3876
57 H -0.201 -4.738 -0.424  0.2894
58 C -3.611 -2.152 1.941  -1.0381
59 H 0.325 2.874 2.229  -0.2013
60 H -2.704 -2.388 4.580  0.4712
61 H 5.691 -1.758 -0.223  0.6091
62 C 4.086 2.355 0.950  -0.2923
63 N -0.206 -2.721 1.408  -0.1579
64 S 1.857 -0.736 0.415  -0.0332
65 C 5.026 0.265 -0.039  1.3236
66 N 3.932 1.048 0.568  0.5624
67 H -4.414 -2.017 4.443  0.4370
68 H -3.279 -1.874 0.947  0.0251
69 C -1.335 2.621 -3.351  1.4322
70 H -2.555 1.181 -4.403  0.5275
71 F -3.563 -1.874 -3.946  -0.5154
72 H 0.085 -3.231 -2.078  0.3507
73 H 4.010 -1.534 -0.675  0.3233
74 F -4.326 -4.000 -1.844  -0.5048
75 N -0.227 0.736 1.959  1.1607
76 H -2.595 1.011 -2.648  0.1123
77 H 2.607 3.786 1.724  0.6161
78 H -3.252 3.621 -3.175  0.5076
79 H -1.945 4.683 -3.740  0.4904
80 F -2.133 -3.083 -0.528  -0.6722
81 H -0.040 -2.300 2.326  0.3157
82 Ti -0.638 -1.452 -0.277  0.0681
83 C -3.255 -1.051 2.939  1.1591
84 H -4.267 0.440 1.713  0.3574
85 F -4.182 -1.371 -1.358  -0.5595

A structure of composition C23H42BeBrF3LiN6O8 at a distorted geometry, computed with ωB97M-V/def2-TZVPD.

Summary:
molecular weight: 683.5 g/mol
net charge: +1
LUMO energy: -0.18051 Eh
spin multiplicity: 1

Each line ends with the Mulliken charge.
CARTESIAN COORDINATES (ANGSTROEM)
1 C -0.916 -0.800 1.938  1.1504
2 H -4.086 -0.096 0.717  0.0252
3 H -1.758 -0.374 3.781  0.4114
4 C -1.850 -2.364 0.214  0.4286
5 C -0.848 -1.374 0.686  0.4956
6 H 1.849 0.588 -7.432  0.3687
7 H 3.117 0.131 -8.568  0.3924
8 Br -5.233 0.914 1.862  -0.7976
9 O -2.314 -3.236 0.910  -0.5714
10 O -1.437 2.860 -4.925  -0.6324
11 H -0.204 5.324 6.279  0.2767
12 C 1.148 0.507 -4.546  -0.7211
13 H -1.814 2.204 -5.520  0.3181
14 O -1.917 2.266 4.673  -0.6737
15 H -2.952 -0.952 2.591  -0.2725
16 O 1.107 -2.077 -2.184  -0.4873
17 O -0.402 3.290 5.971  -0.2698
18 H -3.690 -1.826 -2.377  0.3792
19 F 4.075 -0.623 -2.707  -0.7467
20 H 4.739 -0.229 -6.800  -0.0972
21 O -2.563 3.763 6.229  -0.4390
22 H 0.291 4.319 7.650  0.2996
23 H 1.751 1.287 1.714  0.5519
24 H 0.016 0.661 3.232  0.5004
25 C 1.039 0.536 1.420  -1.6492
26 N -1.416 -2.313 5.089  -0.7752
27 C -1.780 -2.503 3.628  1.0901
28 C 3.411 -0.069 -5.078  -0.8707
29 N -3.034 -3.228 3.599  -0.6509
30 O 1.754 -2.714 5.504  -0.3930
31 Be 6.564 0.227 -7.717  0.0271
32 O 2.504 0.913 -4.607  -0.3018
33 C 1.156 -0.053 0.141  0.6905
34 C 2.734 -0.037 -7.556  -1.4548
35 C -2.221 -2.229 -1.224  0.3464
36 C -1.865 4.391 7.342  -0.3383
37 H -5.375 0.034 -0.500  0.4228
38 H 4.300 -0.012 -4.437  0.4120
39 H -1.717 -3.182 5.523  0.2789
40 H 3.250 2.145 -5.928  0.3104
41 C 2.848 1.670 -0.494  -0.3441
42 N 3.543 1.898 0.517  -0.6127
43 H 0.664 1.073 -3.751  0.3784
44 H -3.640 -2.861 2.879  0.2222
45 H 4.890 1.976 -5.959  0.3913
46 C -1.626 3.033 5.553  1.0122
47 F 3.837 2.647 -2.374  -0.6973
48 H 3.883 2.857 0.529  0.2888
49 N -0.660 -3.229 3.082  -0.2098
50 H -1.405 -1.828 -3.145  0.4830
51 C -1.949 -1.089 2.988  -1.2872
52 H 2.136 -1.935 5.950  0.4612
53 H -4.444 -2.457 0.360  0.1456
54 C -0.437 4.427 6.853  -0.2909
55 C 3.790 0.270 -6.511  0.7116
56 H 3.042 -0.433 -0.710  0.2959
57 C 2.215 0.329 -0.789  0.9705
58 H 0.751 -2.600 5.368  0.4195
59 H -0.587 3.078 -5.317  0.3054
60 Li -3.512 3.293 4.213  0.7573
61 C -4.505 -1.909 -0.572  -0.4885
62 H 0.053 -3.287 3.787  -0.0663
63 N 4.035 1.749 -6.476  -0.1527
64 H 3.023 -1.079 -4.974  0.4785
65 H -3.709 0.081 -1.041  0.2946
66 C -1.236 -1.936 -2.084  -1.1002
67 H 1.961 -3.539 5.982  0.4341
68 C 0.055 0.168 2.271  -0.9501
69 C 0.164 -1.043 -0.215  0.2454
70 H 4.078 2.180 -7.398  0.3387
71 H 1.883 0.290 -1.818  -0.3535
72 H -1.994 3.766 8.223  0.2690
73 H 2.433 -1.079 -7.483  0.3668
74 H 1.060 -0.558 -4.323  0.3239
75 H -2.050 -1.623 5.479  0.3064
76 H 2.690 2.483 -1.279  0.3484
77 H -0.845 -4.193 2.840  0.3206
78 H 0.631 0.734 -5.487  0.0897
79 C -4.401 -0.395 -0.337  -0.8323
80 N -3.546 -2.430 -1.576  -0.3779
81 H -2.888 -4.193 3.334  0.3680
82 H -2.276 5.376 7.541  0.3099
83 F 2.001 -1.912 0.322  -0.5640
84 C 0.131 -1.727 -1.583  0.3813
85 H -5.499 -2.110 -0.961  0.5760

A structure of composition C23H42Br2ClF2KLi2NO10P2S2 at a distorted geometry, computed with ωB97M-V/def2-TZVPD.

Summary:
molecular weight: 904.9 g/mol
net charge: +1
LUMO energy: -0.20873 Eh
spin multiplicity: 1

Each line ends with the Mulliken charge.
CARTESIAN COORDINATES (ANGSTROEM)
1 O -2.444 -4.758 2.119  -0.5905
2 C 3.415 0.115 3.172  -0.3113
3 H -0.989 5.446 2.414  0.3050
4 C 3.234 0.141 6.066  0.1288
5 H 0.619 -0.653 7.032  0.3309
6 Br 4.289 4.413 6.869  -0.1413
7 H 1.952 5.307 8.423  0.3806
8 H -2.807 4.994 0.757  0.2659
9 C 0.696 -0.698 5.922  -0.7338
10 H 1.020 -0.777 1.791  0.5989
11 H 0.499 -4.334 0.880  0.2648
12 H -3.171 0.156 -7.636  0.4612
13 H -0.491 1.045 -4.141  0.2386
14 H -1.670 -3.661 -1.715  0.1412
15 H -1.618 4.870 -0.530  0.1888
16 H 0.070 4.027 -7.698  0.4356
17 C -1.827 5.347 0.431  -0.8944
18 H -3.268 2.312 -3.766  0.3325
19 H -0.278 2.143 -6.117  0.1820
20 H 0.586 -3.811 3.274  0.1828
21 C 2.030 -0.328 3.772  0.8273
22 H 5.691 -1.922 2.433  0.1808
23 H -1.301 3.046 -8.204  0.2909
24 C -0.576 -2.690 -6.046  -1.0415
25 O -0.405 -4.037 0.646  -0.3297
26 C 2.588 4.793 9.141  -0.6043
27 O 3.518 0.764 2.138  -0.6418
28 H 4.285 3.426 9.159  0.4044
29 P -1.733 -1.773 2.488  -0.0956
30 Li -2.750 -1.541 7.362  0.9238
31 H -1.530 0.579 -7.164  0.2374
32 C -1.481 -5.214 -3.202  -0.3509
33 O 3.190 0.787 7.083  -0.5177
34 H -3.313 2.483 -7.295  0.3656
35 C 0.934 -0.755 2.909  -0.6330
36 C -0.939 3.716 -7.421  -1.4553
37 Br 3.635 6.158 10.052  -0.1236
38 H -0.469 -5.504 -2.913  0.2808
39 H -3.206 -4.220 -2.362  0.2867
40 H -1.571 4.607 -7.405  0.3290
41 H -0.416 3.726 -5.367  0.4299
42 H -1.391 1.067 -2.629  0.4367
43 C 4.656 -0.315 4.041  0.0671
44 K 3.283 2.998 2.535  0.9812
45 C 3.474 3.750 8.511  -0.3880
46 N -2.237 2.732 -5.537  0.2019
47 Li 2.058 -4.520 4.252  0.5332
48 H -1.873 6.427 0.282  0.3307
49 C -0.913 3.038 -6.057  -0.2313
50 O -0.721 3.571 1.642  -0.4726
51 C -2.235 2.373 -4.125  -0.8786
52 C -3.089 1.913 -6.387  -0.9108
53 O -1.444 -4.381 -4.367  -0.3083
54 C -0.766 4.985 1.451  -0.2445
55 H -2.303 -5.229 -1.210  0.3627
56 C -2.563 0.540 -6.811  -0.7028
57 H 5.448 -0.568 6.066  0.4570
58 O -0.469 -7.185 -1.067  -0.5206
59 F -1.626 -1.551 5.670  -0.2878
60 H -0.514 3.169 0.789  0.2873
61 H 2.891 2.883 8.206  0.1338
62 C -2.209 -4.545 -2.056  -0.8079
63 H -2.629 -0.188 -6.003  0.1284
64 C 4.594 -0.293 5.407  -0.4889
65 S 6.183 -0.860 3.175  -0.1565
66 H -2.931 -1.765 3.278  0.0821
67 H 0.372 -7.433 -0.667  0.2571
68 C -1.495 1.097 -3.718  -0.7304
69 O -0.171 -4.434 3.278  -0.5031
70 H -4.063 1.784 -5.906  0.3272
71 H -1.090 -7.846 -0.738  0.2746
72 F 3.649 2.549 0.519  -0.8981
73 C -0.324 -1.185 3.580  0.0626
74 O 0.870 -3.559 -4.042  -0.6020
75 H -0.019 -1.765 -6.192  0.3611
76 H -1.622 -2.537 -6.304  0.3090
77 H 0.221 5.328 1.124  0.2458
78 H -1.797 3.209 -3.566  0.3825
79 C 1.961 -0.304 5.259  0.4453
80 H 1.965 4.347 9.918  0.3603
81 C -0.405 -1.134 5.055  0.5902
82 P -1.256 -3.870 2.063  0.9786
83 O -1.087 -2.061 -3.572  -0.5282
84 H -0.138 -3.491 -6.637  0.3939
85 Cl 2.272 -5.424 -4.042  -0.4615
86 H -2.009 -6.128 -3.480  0.2368
87 H -2.044 0.202 -4.004  0.1432
88 S -0.465 -3.111 -4.334  1.2219